{"formula": "C7H12", "method": "wB97M-V/def2-TZVPD", "elements": ["C", "C", "C", "C", "C", "C", "C", "H", "H", "H", "H", "H", "H", "H", "H", "H", "H", "H", "H"], "coordinates": [[-1.518, -0.542, -0.268], [0.990, -0.067, -0.057], [2.125, 0.933, 0.156], [2.449, -0.520, -0.098], [-0.207, -0.487, 0.803], [-2.625, 0.456, 0.171], [-0.153, -0.158, -1.109], [0.051, -0.960, -1.797], [2.344, 1.326, 1.155], [-0.359, 0.826, -1.494], [-2.626, 0.516, 1.274], [-3.670, 0.207, -0.095], [-1.912, -1.556, -0.105], [2.376, 1.653, -0.629], [2.886, -1.090, 0.729], [2.911, -0.771, -1.058], [-0.512, 0.275, 1.495], [-0.095, -1.508, 1.133], [-2.455, 1.469, -0.208]], "forces_ev_per_a": [[3.4, 0.6, 2.4], [-1.2, -0.2, -0.2], [-0.6, 0.0, -0.1], [-0.6, -0.2, -0.1], [-1.1, -0.3, 1.3], [0.5, 0.1, -0.2], [-0.9, 0.1, -1.6], [0.0, 0.2, -0.9], [-0.3, -0.2, -0.3], [0.1, 0.2, -1.0], [0.0, 0.0, -0.3], [0.7, -0.3, -0.2], [0.5, 0.2, -1.1], [-0.3, -0.3, 0.1], [-0.4, 0.1, -0.2], [-0.3, 0.1, 0.2], [0.3, -0.1, 1.2], [0.1, 0.0, 0.9], [0.1, 0.0, 0.0]], "lumo_energy_ha": 0.0419, "gap_ev": 9.261, "relative_energy_kj_mol": 356.85, "multiplicity": 1}

---

{"formula": "C14H22HfI2NO4P2S", "method": "wB97M-V/def2-TZVPD", "elements": ["Hf", "I", "I", "S", "P", "P", "O", "O", "O", "O", "N", "C", "C", "C", "C", "C", "C", "C", "C", "C", "C", "C", "C", "C", "C", "H", "H", "H", "H", "H", "H", "H", "H", "H", "H", "H", "H", "H", "H", "H", "H", "H", "H", "H", "H", "H", "H"], "coordinates": [[-0.426, 0.241, -0.986], [-1.540, 0.505, -5.797], [-3.776, 0.734, -4.666], [3.176, 0.288, 3.360], [-0.498, -2.186, -1.809], [-0.276, 2.733, -1.516], [0.735, 0.124, 0.511], [3.204, 1.577, 3.993], [-3.011, 1.326, 0.638], [4.357, -0.511, 3.519], [2.633, 0.414, 1.762], [1.278, -0.919, 5.109], [-0.831, -1.717, 4.219], [0.039, -1.563, 5.285], [1.291, 3.266, -2.272], [1.710, -0.571, 3.843], [1.202, -2.722, -2.159], [-1.415, 3.586, -2.617], [1.411, -0.042, 1.640], [0.816, -0.711, 2.789], [-2.121, 0.848, 0.015], [-1.361, -2.965, -3.173], [-0.853, -3.331, -0.433], [-0.278, 3.834, -0.061], [-0.493, -1.252, 2.923], [-1.275, 3.258, -3.648], [1.542, -2.281, -3.105], [1.914, -2.417, -1.388], [-1.892, -3.240, -0.138], [0.592, 3.666, 0.586], [1.922, -0.701, 5.929], [1.289, 4.345, -2.466], [1.223, -3.815, -2.258], [-1.172, 3.687, 0.552], [-1.144, -1.310, 2.002], [-1.176, -4.051, -3.087], [-0.657, -4.345, -0.772], [2.140, 3.037, -1.622], [-1.276, 4.671, -2.540], [-0.245, -3.112, 0.445], [-1.797, -2.152, 4.324], [-2.445, 3.329, -2.344], [-2.425, -2.730, -3.119], [1.445, 2.751, -3.222], [-0.295, -1.894, 6.253], [-0.264, 4.885, -0.385], [-0.979, -2.564, -4.116]], "forces_ev_per_a": [[5.3, -1.9, -0.5], [2.2, -0.2, -0.8], [-1.9, 0.2, 1.3], [1.3, -0.1, 2.1], [0.6, -3.0, -0.6], [0.7, 3.8, -0.8], [-2.0, 0.2, -2.9], [-0.7, -0.5, -1.2], [5.9, -3.3, -4.2], [-1.3, 0.1, -1.1], [-2.1, 0.0, -1.6], [0.0, -0.5, -0.2], [0.1, 0.5, -1.9], [0.4, 0.6, -0.4], [1.1, -0.9, -0.2], [-1.5, -0.5, 0.9], [0.9, 0.8, -0.4], [-1.3, -0.6, -0.3], [4.0, 0.5, 2.4], [-1.4, -0.1, -0.4], [-10.1, 4.8, 6.9], [-0.6, 0.5, -0.5], [-0.4, 0.8, 0.7], [-0.2, -0.4, 1.1], [1.5, 0.3, 0.2], [0.1, 0.0, 0.0], [0.0, -0.2, 0.1], [0.0, -0.1, 0.0], [-0.3, -0.2, 0.1], [-0.1, -0.1, -0.2], [0.3, -0.1, 0.7], [-0.4, -0.2, 0.2], [-0.2, 0.2, 0.1], [0.0, 0.1, 0.0], [0.4, -0.1, 1.3], [-0.1, 0.5, -0.1], [0.1, 0.0, -0.2], [0.0, 0.0, 0.0], [0.1, -0.3, 0.1], [0.1, -0.1, 0.0], [-0.5, -0.4, 0.4], [0.0, 0.3, -0.1], [0.0, -0.3, -0.1], [0.0, 0.1, 0.0], [0.2, 0.0, 0.3], [0.0, -0.4, -0.2], [0.0, -0.2, 0.0]], "lumo_energy_ha": -0.5206, "gap_ev": 3.344, "charge": 3, "multiplicity": 1}

---

{"formula": "C52H44BBrF2InN3O3SSb", "method": "wB97M-V/def2-TZVPD", "elements": ["Sb", "In", "Br", "S", "F", "F", "O", "O", "O", "N", "N", "N", "C", "C", "C", "C", "C", "C", "C", "C", "C", "C", "C", "C", "C", "C", "C", "C", "C", "C", "C", "C", "C", "C", "C", "C", "C", "C", "C", "C", "C", "C", "C", "C", "C", "C", "C", "C", "C", "C", "C", "C", "C", "C", "C", "C", "C", "C", "C", "C", "C", "C", "C", "C", "B", "H", "H", "H", "H", "H", "H", "H", "H", "H", "H", "H", "H", "H", "H", "H", "H", "H", "H", "H", "H", "H", "H", "H", "H", "H", "H", "H", "H", "H", "H", "H", "H", "H", "H", "H", "H", "H", "H", "H", "H", "H", "H", "H", "H"], "coordinates": [[0.453, -0.828, -3.057], [0.291, 1.024, 2.459], [-0.207, -8.884, 2.033], [-1.884, 0.220, 1.394], [6.179, -3.696, 0.268], [4.505, -2.326, 0.967], [-0.356, 3.097, 2.120], [1.988, -3.219, -1.097], [3.987, -4.144, -0.510], [-4.308, 1.271, 2.044], [2.561, 1.587, 3.123], [-2.691, 2.822, 2.195], [-2.633, -3.412, -5.087], [-5.295, 2.359, 2.243], [-0.917, 3.177, -4.415], [2.592, 1.490, 4.460], [0.344, 0.097, 7.208], [-0.495, -0.591, 5.093], [3.613, 1.463, 0.957], [-2.464, -4.608, -4.373], [-1.996, 7.808, 1.433], [-2.068, 0.625, -3.929], [-0.772, -2.461, -3.880], [-0.703, 5.798, 1.424], [3.088, -1.941, -4.473], [0.425, 0.222, 4.461], [4.951, 1.842, 3.034], [1.851, -1.238, -4.624], [3.529, -1.724, -6.847], [0.587, -5.406, -0.076], [6.044, 1.500, 0.924], [3.907, -2.131, -5.582], [-0.810, 7.117, 1.136], [2.396, -0.919, -6.932], [3.796, 1.777, 5.160], [-1.780, 5.038, 1.833], [2.757, -6.341, 0.603], [4.914, 1.963, 4.433], [-1.699, -2.372, -4.953], [-0.686, 0.808, -3.790], [1.535, -0.736, -5.897], [1.368, 0.900, 5.191], [-5.778, 2.994, 0.953], [0.692, -7.390, 1.275], [1.360, 0.804, 6.558], [-2.986, 1.541, 1.938], [-2.278, 3.037, -4.600], [6.152, 1.780, 2.301], [-0.526, -0.682, 6.510], [-1.407, -4.741, -3.457], [-2.982, 5.681, 2.042], [3.703, 1.555, 2.395], [-0.143, 2.075, -4.022], [-5.133, -0.652, 0.588], [2.127, -7.332, 1.248], [2.605, -4.122, -0.553], [-1.592, 3.537, 2.017], [-4.794, -0.087, 1.970], [-3.102, 7.067, 1.934], [-2.898, 1.714, -4.362], [1.975, -5.297, 0.048], [4.823, 1.348, 0.263], [-0.566, -3.649, -3.195], [-0.073, -6.427, 0.587], [4.897, -3.361, 0.166], [0.332, 0.176, 8.276], [-5.689, -0.165, 2.625], [-2.958, 3.858, -4.929], [5.861, 2.190, 4.922], [-4.783, 3.129, 2.894], [0.004, 7.703, 0.676], [-4.328, -0.468, -0.150], [-6.349, 2.230, 0.402], [-3.149, -5.427, -4.524], [-4.100, 7.540, 2.174], [3.204, -2.303, -3.464], [-4.942, 3.425, 0.398], [-6.417, 3.848, 1.279], [-6.056, 1.862, 2.825], [0.941, 2.211, -4.081], [0.671, -0.091, -6.072], [-1.660, -1.551, -5.692], [-6.072, -0.115, 0.230], [-1.294, -1.152, 4.557], [4.897, 1.172, -0.835], [2.676, -8.155, 1.758], [-2.536, -0.340, -3.826], [0.269, -3.681, -2.531], [4.923, -2.506, -5.387], [2.643, 1.427, 0.449], [-1.158, -5.720, -3.017], [-1.154, -6.583, 0.501], [-3.843, 5.129, 2.368], [3.878, -6.347, 0.578], [-0.017, -4.681, -0.599], [-4.094, -0.766, 2.428], [-5.369, -1.708, 0.637], [-3.403, -3.174, -5.904], [4.099, -2.023, -7.699], [6.976, 1.452, 0.319], [-3.970, 1.618, -4.434], [3.854, 1.824, 6.232], [-1.157, -1.297, 7.055], [0.272, 5.349, 1.241], [-0.414, 4.160, -4.527], [7.151, 1.919, 2.800], [2.228, 1.150, 7.128], [2.209, -0.436, -7.912], [-2.148, 8.897, 1.550]], "forces_ev_per_a": [[0.1, -1.0, 0.4], [1.7, -0.7, -0.6], [0.3, 0.3, 0.0], [-1.7, 1.3, 0.2], [-0.5, -0.2, -0.7], [0.3, -1.4, -1.4], [-2.8, 1.4, -0.2], [1.4, -1.5, 0.9], [0.6, 0.2, 0.1], [0.1, 0.0, -0.1], [-1.1, -0.7, -0.7], [-0.4, 0.1, -0.9], [0.1, 1.1, -1.7], [1.9, 0.2, 1.1], [0.3, 0.3, 0.2], [-0.4, -0.1, 2.6], [1.6, 0.9, 0.2], [-1.1, -0.6, 1.0], [0.9, -0.3, 0.9], [0.1, 0.5, 0.4], [-1.6, -0.3, 1.6], [-1.2, 2.1, -1.0], [0.1, 1.1, -0.5], [1.4, -1.0, -0.8], [-2.5, 1.3, -0.1], [-1.9, 0.2, -1.2], [0.4, -1.3, -0.9], [0.8, 0.1, -1.0], [-0.5, 0.5, 1.1], [0.2, 0.0, 1.0], [1.3, 0.2, -0.2], [1.0, -0.6, 1.1], [-0.5, 2.8, -0.2], [0.6, -0.3, -2.7], [-2.0, -0.5, -0.5], [0.4, -1.1, 0.0], [1.1, 1.8, -0.4], [1.9, 0.9, 0.5], [0.3, -0.7, 1.0], [-0.2, 0.3, -0.6], [-0.1, 0.7, 1.1], [3.1, 0.7, -0.8], [-0.6, 0.2, 0.9], [0.8, 0.8, -0.9], [0.1, -0.2, 1.2], [1.0, -0.1, -0.4], [-2.0, -2.2, 0.3], [-0.2, 0.0, -0.5], [0.7, 0.9, -2.0], [0.4, -0.2, -0.4], [-0.7, 0.5, 0.4], [-0.5, 1.5, -1.5], [0.2, 0.0, -0.7], [-1.1, 1.7, -0.7], [-2.1, -2.7, 1.5], [-0.6, 2.1, -1.1], [2.6, -1.2, 1.0], [-0.8, -0.9, 0.4], [0.1, 0.3, -0.6], [2.8, 1.4, 0.5], [0.3, -0.7, -0.6], [0.2, 0.2, -0.4], [-1.3, -0.2, -0.9], [0.3, -1.6, 0.4], [-1.0, 1.2, 1.9], [-0.1, -0.4, 0.6], [0.3, 0.2, -0.4], [0.8, -0.6, 0.4], [-0.1, 0.0, 0.1], [-0.8, -0.9, -0.7], [-0.2, -0.6, 0.5], [-0.4, -0.2, 0.5], [0.2, 0.7, -0.2], [0.0, -0.1, 0.0], [1.4, -0.4, -0.3], [1.0, -0.2, 0.0], [-0.1, -0.3, -0.1], [0.1, -0.6, -0.6], [-0.7, 0.3, 0.0], [-0.2, -0.1, 0.5], [0.1, -0.2, 0.2], [-0.3, -0.3, 0.8], [1.1, -0.7, 0.1], [0.8, 0.5, 0.1], [-0.4, 0.2, 0.9], [-0.4, 0.8, -0.5], [0.0, -0.1, 0.3], [0.2, -0.3, 0.6], [-0.6, -0.4, -0.4], [0.4, -0.2, 0.4], [-0.4, 0.5, -0.1], [0.5, 0.3, 0.1], [-0.2, -0.4, 0.1], [-1.3, 0.3, -0.1], [0.3, 0.3, -0.1], [0.6, 0.0, 0.2], [0.1, -0.2, 0.1], [0.9, -1.2, 1.4], [0.4, 0.3, -0.4], [-0.7, -0.1, 0.5], [-0.1, -0.2, -0.2], [-0.1, -0.1, 0.2], [-1.5, -1.1, 0.6], [-0.3, -0.3, 0.1], [-0.5, -0.8, -0.1], [-1.2, -0.1, -0.6], [-0.7, 0.3, 0.0], [-0.2, -0.4, 0.6], [0.7, -0.6, -0.9]], "lumo_energy_ha": [0.0397, 0.0397], "gap_ev": [2.385, 3.137], "relative_energy_kj_mol": 193.51, "charge": -1, "multiplicity": 1}